1.
{"formula": "C16H18NO5", "method": "the ωB97M-V functional and the def2-TZVPD basis", "charge": 1, "total_energy_ha": -1051.13935, "mol_weight_g_mol": 304.3, "homo_ev": -12.3996, "multiplicity": 1, "elements": ["C", "O", "C", "C", "C", "C", "C", "N", "C", "C", "C", "C", "O", "O", "H", "H", "H", "H", "H", "H", "H", "H", "H", "H", "H", "H", "H", "H", "C", "C", "C", "O", "C", "C", "C", "O", "H", "H", "H", "H"], "xyz": [[-3.17, 1.01, 1.85], [-3.08, -0.07, 0.92], [-1.71, -0.32, 0.63], [-1.38, -0.22, -0.87], [-1.74, 1.19, -1.47], [-0.43, 1.83, -1.93], [0.25, 1.18, -2.94], [1.43, 1.63, -3.39], [1.99, 2.72, -2.86], [1.38, 3.45, -1.87], [0.13, 3.00, -1.37], [-0.58, 3.74, -0.24], [-0.10, 3.90, 0.85], [-1.84, 4.23, -0.53], [-2.83, 0.67, 2.85], [-4.23, 1.31, 1.89], [-2.58, 1.90, 1.55], [-1.43, -1.32, 0.99], [-1.02, 0.38, 1.14], [-1.85, -1.02, -1.47], [-0.29, -0.42, -0.94], [-2.28, 1.81, -0.76], [-2.40, 1.08, -2.35], [-0.19, 0.28, -3.38], [1.88, 1.09, -4.11], [2.96, 3.04, -3.25], [1.85, 4.33, -1.45], [-2.50, 3.62, -0.17], [0.97, -4.50, 2.48], [0.58, -3.37, 1.90], [1.56, -2.45, 1.26], [1.20, -1.42, 0.72], [2.98, -2.84, 1.30], [3.38, -3.97, 1.89], [2.41, -4.89, 2.52], [2.76, -5.91, 3.05], [0.28, -5.18, 2.95], [-0.46, -3.07, 1.86], [3.68, -2.16, 0.83], [4.42, -4.26, 1.92]], "lowdin_charge": [-0.0903, -0.1706, -0.2374, -0.1375, -0.0798, -0.1037, 0.0279, 0.1225, -0.0185, 0.0624, 0.0034, -0.4259, 0.1927, 0.0954, 0.1034, 0.0991, 0.0692, 0.1001, 0.1263, 0.1255, 0.0917, 0.0878, 0.1377, 0.1684, 0.1918, 0.1532, 0.1494, 0.1061, 0.0365, 0.0217, -0.3677, 0.0717, 0.0173, 0.0328, -0.3786, 0.1328, 0.1289, 0.1072, 0.1196, 0.1276]}

2.
{"formula": "C16H19AgN8O5Se2Te2", "method": "the ωB97M-V functional and the def2-TZVPD basis", "charge": -2, "total_energy_ha": -6921.46322, "mol_weight_g_mol": 924.4, "homo_ev": -1.4342, "multiplicity": 1, "elements": ["Ag", "O", "C", "O", "C", "C", "N", "N", "C", "C", "O", "O", "H", "H", "H", "Se", "Te", "Te", "Se", "C", "C", "C", "C", "N", "C", "N", "N", "N", "H", "H", "H", "H", "H", "H", "H", "H", "H", "H", "N", "C", "O", "C", "C", "C", "N", "C", "C", "H", "H", "H", "H", "H", "H"], "xyz": [[0.26, 0.05, -0.02], [5.21, 1.80, -3.38], [5.51, 0.78, -2.61], [6.63, 0.30, -2.57], [4.42, 0.23, -1.76], [4.59, -0.85, -0.91], [3.42, -1.07, -0.31], [2.49, -0.20, -0.71], [3.06, 0.60, -1.59], [2.21, 1.66, -2.25], [2.79, 2.39, -3.10], [1.01, 1.70, -1.93], [4.21, 2.07, -3.28], [5.46, -1.45, -0.73], [3.15, -1.82, 0.34], [-3.28, -1.60, 1.00], [-1.20, -2.24, -0.20], [-0.06, -3.87, 1.74], [2.45, -3.69, 1.63], [-2.89, -0.08, -3.13], [-4.11, 0.83, -3.05], [-5.17, 0.24, -2.13], [-3.72, 2.25, -2.63], [-3.06, 2.31, -1.34], [-1.76, 2.19, -1.04], [-1.63, 2.23, 0.26], [-2.88, 2.40, 0.75], [-3.74, 2.45, -0.19], [-3.16, -1.06, -3.53], [-2.48, -0.26, -2.13], [-2.10, 0.34, -3.76], [-4.53, 0.94, -4.06], [-4.77, 0.07, -1.13], [-5.50, -0.74, -2.51], [-6.05, 0.89, -2.06], [-4.60, 2.89, -2.56], [-3.03, 2.68, -3.36], [-0.95, 2.09, -1.75], [1.78, -3.23, 5.09], [0.88, -2.27, 5.39], [0.21, -2.27, 6.41], [0.81, -1.17, 4.38], [1.95, -0.70, 3.73], [1.80, 0.22, 2.72], [0.61, 0.68, 2.32], [-0.48, 0.26, 2.96], [-0.43, -0.65, 4.00], [1.75, -4.06, 5.66], [2.09, -3.35, 4.12], [2.92, -1.09, 3.98], [2.66, 0.59, 2.17], [-1.43, 0.62, 2.59], [-1.34, -1.02, 4.46]], "lowdin_charge": [0.4790, 0.0847, -0.5334, 0.0446, -0.0647, -0.0170, 0.0049, 0.0258, -0.1394, -0.5808, -0.0047, -0.0670, 0.0422, 0.1308, -0.0424, -0.4401, 0.0135, 0.0386, -0.3089, -0.0799, -0.4143, -0.0898, -0.1258, -0.1106, -0.1800, 0.0172, -0.0373, 0.0428, 0.0812, 0.0106, 0.0834, 0.1260, 0.0166, 0.0765, 0.0713, 0.1177, 0.1258, 0.0893, 0.1530, -0.5237, 0.0290, -0.1735, -0.0517, -0.1642, -0.0028, -0.1698, -0.0156, 0.1028, -0.0602, 0.1047, 0.0998, 0.0653, 0.1207]}

3.
{"formula": "C16H19BN6SeZn", "method": "the ωB97M-V functional and the def2-TZVPD basis", "charge": 0, "total_energy_ha": -5155.32633, "mol_weight_g_mol": 450.5, "homo_ev": -6.9615, "multiplicity": 1, "elements": ["H", "N", "B", "N", "C", "Zn", "H", "C", "H", "C", "H", "C", "H", "H", "H", "N", "N", "N", "N", "C", "C", "H", "H", "C", "C", "C", "C", "H", "H", "H", "H", "H", "Se", "C", "C", "C", "C", "C", "C", "H", "H", "H", "H", "H"], "xyz": [[2.53, -0.24, 1.74], [0.84, -1.38, 1.15], [-0.95, -3.16, 0.85], [0.30, -2.58, 1.59], [1.07, -3.07, 2.58], [-0.15, -0.20, -0.28], [0.85, -4.03, 3.03], [2.13, -2.19, 2.80], [2.93, -2.29, 3.51], [1.95, -1.14, 1.88], [-1.25, -4.25, 1.26], [-0.24, 1.55, -2.25], [0.34, 2.47, -2.26], [-1.24, 1.78, -1.86], [-0.37, 1.17, -3.28], [-0.57, -3.15, -0.67], [-2.10, -2.12, 1.05], [-0.17, -1.97, -1.29], [-1.94, -0.83, 0.54], [-0.51, -4.17, -1.55], [-3.33, -2.21, 1.59], [-0.76, -5.18, -1.25], [-3.69, -3.14, 2.01], [-0.09, -3.66, -2.77], [-3.99, -1.00, 1.42], [0.11, -2.28, -2.57], [-3.08, -0.17, 0.74], [0.08, -4.21, -3.68], [-4.99, -0.75, 1.73], [0.44, -1.53, -3.27], [-3.21, 0.86, 0.43], [0.37, 0.78, -1.68], [0.06, 1.97, 1.38], [0.93, 3.30, 0.48], [2.22, 3.15, -0.10], [2.87, 4.23, -0.68], [2.26, 5.50, -0.72], [0.96, 5.64, -0.20], [0.30, 4.56, 0.36], [2.70, 2.17, -0.05], [3.87, 4.11, -1.10], [2.79, 6.36, -1.13], [0.47, 6.62, -0.20], [-0.71, 4.67, 0.76]], "lowdin_charge": [0.0923, -0.0400, -0.4568, -0.0175, -0.0755, 0.5334, 0.1201, -0.0564, 0.0881, -0.1388, 0.1143, -0.0348, 0.0408, 0.0385, 0.0392, -0.0054, -0.0100, -0.0276, -0.0312, -0.0618, -0.0698, 0.1277, 0.1222, -0.0610, -0.0569, -0.1151, -0.1279, 0.0907, 0.0903, 0.1051, 0.1034, -0.0293, 0.6567, -0.7735, -0.1560, -0.1080, -0.1063, -0.1055, -0.1590, 0.0866, 0.0977, 0.0939, 0.0984, 0.0849]}

4.
{"formula": "C16H19BrN3O4PdSe2", "method": "the ωB97M-V functional and the def2-TZVPD basis", "charge": -1, "total_energy_ha": -8591.10052, "mol_weight_g_mol": 661.6, "homo_ev": -4.4534, "multiplicity": 1, "elements": ["Pd", "O", "N", "N", "O", "C", "C", "C", "C", "C", "C", "H", "H", "H", "H", "H", "O", "C", "C", "C", "O", "C", "Se", "C", "Se", "H", "H", "H", "H", "H", "H", "H", "H", "H", "H", "Br", "C", "C", "C", "C", "C", "N", "H", "H", "H", "H"], "xyz": [[-0.13, -0.49, -2.14], [1.70, -0.18, -3.16], [2.66, -0.86, -2.68], [2.37, -1.61, -1.69], [1.16, -1.75, -1.17], [3.42, -2.37, -1.08], [4.73, -2.28, -1.54], [5.71, -3.03, -0.91], [5.39, -3.85, 0.16], [4.08, -3.92, 0.61], [3.09, -3.18, -0.01], [4.96, -1.65, -2.38], [6.73, -2.97, -1.27], [6.17, -4.43, 0.65], [3.83, -4.55, 1.45], [2.06, -3.21, 0.33], [-6.16, 0.73, 0.17], [-5.09, 1.64, -0.07], [-3.71, 1.02, 0.19], [-3.71, 0.42, 1.60], [-4.30, 1.27, 2.58], [-2.67, 2.13, -0.05], [-1.80, 2.97, 1.50], [-3.49, -0.12, -0.82], [-1.84, -1.16, -0.63], [-6.46, 0.88, 1.07], [-5.20, 2.52, 0.57], [-5.15, 1.96, -1.11], [-2.70, 0.13, 1.88], [-4.33, -0.49, 1.58], [-3.59, 1.83, 2.92], [-3.11, 2.95, -0.62], [-1.86, 1.73, -0.67], [-3.50, 0.28, -1.84], [-4.30, -0.83, -0.72], [-1.37, 1.23, -3.30], [0.02, 2.38, 1.32], [0.64, 2.24, 0.08], [1.96, 1.84, 0.06], [2.62, 1.63, 1.26], [1.92, 1.83, 2.44], [0.64, 2.20, 2.48], [0.11, 2.42, -0.84], [2.46, 1.69, -0.89], [3.65, 1.31, 1.29], [2.40, 1.69, 3.40]], "lowdin_charge": [0.3074, -0.2566, -0.0301, -0.2221, -0.2895, -0.1672, -0.0267, -0.0945, -0.1058, -0.0835, -0.0077, 0.1027, 0.0983, 0.0950, 0.1011, 0.1138, -0.0544, -0.2229, -0.5605, -0.2635, -0.1057, -0.4138, 1.0721, -0.5633, 0.5775, 0.0825, 0.1227, 0.1288, 0.0924, 0.1223, 0.0107, 0.0664, -0.0447, 0.0023, 0.0562, -0.0278, -0.5883, -0.1013, -0.0699, -0.0771, -0.1624, 0.0233, 0.0666, 0.1042, 0.0956, 0.0975]}

5.
{"formula": "C16H19ClFNO3", "method": "the ωB97M-V functional and the def2-TZVPD basis", "charge": 0, "total_energy_ha": -1461.67065, "mol_weight_g_mol": 327.8, "homo_ev": -9.0746, "multiplicity": 1, "smiles": "CCOC(=O)C1CCN(C(=O)Cc2c(F)cccc2Cl)CC1", "elements": ["C", "C", "O", "C", "O", "C", "C", "C", "N", "C", "O", "C", "C", "C", "F", "C", "C", "C", "C", "Cl", "C", "C", "H", "H", "H", "H", "H", "H", "H", "H", "H", "H", "H", "H", "H", "H", "H", "H", "H", "H", "H"], "xyz": [[-3.52, -4.08, 1.93], [-3.89, -4.00, 0.46], [-3.82, -2.65, -0.03], [-2.62, -2.21, -0.39], [-1.61, -2.86, -0.38], [-2.69, -0.74, -0.80], [-1.72, -0.45, -1.95], [-1.06, 0.91, -1.78], [-0.26, 0.92, -0.58], [1.00, 1.43, -0.64], [1.43, 1.97, -1.64], [1.84, 1.27, 0.63], [3.19, 1.88, 0.42], [4.31, 1.10, 0.17], [4.18, -0.24, 0.19], [5.56, 1.64, -0.09], [5.70, 3.02, -0.10], [4.61, 3.83, 0.14], [3.37, 3.26, 0.39], [2.02, 4.29, 0.68], [-0.79, 0.21, 0.56], [-2.31, 0.10, 0.44], [-3.65, -5.10, 2.28], [-4.15, -3.42, 2.52], [-2.48, -3.79, 2.06], [-4.93, -4.30, 0.30], [-3.23, -4.63, -0.14], [-3.73, -0.52, -1.07], [-0.95, -1.22, -1.96], [-2.25, -0.49, -2.91], [-1.82, 1.71, -1.74], [-0.39, 1.13, -2.62], [1.33, 1.78, 1.46], [1.93, 0.21, 0.86], [6.39, 0.98, -0.27], [6.66, 3.46, -0.31], [4.71, 4.91, 0.12], [-0.55, 0.74, 1.49], [-0.36, -0.80, 0.62], [-2.72, -0.36, 1.34], [-2.74, 1.09, 0.35]], "lowdin_charge": [-0.0612, -0.2112, 0.0022, -0.4816, 0.1176, -0.2058, -0.1082, -0.1314, -0.0431, -0.4534, 0.0655, -0.0674, -0.1814, -0.2171, 0.0702, -0.0065, -0.0747, -0.1047, -0.5957, 0.7483, -0.1410, -0.1080, 0.0775, 0.0777, 0.0750, 0.1231, 0.1222, 0.1483, 0.1240, 0.1225, 0.1315, 0.1241, 0.1054, 0.1269, 0.1171, 0.1068, 0.1026, 0.1226, 0.1313, 0.1257, 0.1243]}